(1)
Here is C4H6BF3O2 in the gas phase in a non-equilibrium geometry from the OMol25 dataset. Energies are from the ωB97M-V functional and the def2-TZVPD basis.

Results
- max |F| (eV Å⁻¹) = 5.62
- LUMO level (eV) = 0.10
- energy above the lowest of the compared OMol25 structures with the same formula, charge and spin (kcal per mole) = 9.04
- gap between HOMO and LUMO (eV) = 9.262
- SMILES = C[C@]1(B(O)O)[C@H](F)C1(F)F

Last column: Mulliken charge in e.
Cartesian coordinates (Å):
C -0.51 1.30 0.68  -1.3740
C -0.67 -0.09 0.09  0.1765
B 0.55 -1.04 -0.21  0.5710
O 0.37 -2.29 -0.62  -0.5196
O 1.67 -0.55 0.27  -0.5174
C -2.05 0.01 -1.13  -0.4148
F -2.44 1.23 -1.32  -0.2636
C -2.06 -0.63 0.31  0.9407
F -2.87 0.07 1.16  -0.2945
F -2.23 -1.96 0.52  -0.2750
H 0.43 1.34 1.22  0.3927
H -1.43 1.40 1.41  0.2933
H -0.54 2.01 -0.07  0.3179
H 1.07 -2.83 -0.71  0.2636
H 2.48 -1.08 0.13  0.2716
H -1.91 -0.57 -2.05  0.4316

(2)
Here is a molecular structure, C29H22BrN4O4SSn in a non-equilibrium geometry from the OMol25 dataset. Energies are from the ωB97M-V functional and the def2-TZVPD basis.

Results
- charge = +1
- max |F| (eV Å⁻¹) = 1.39
- LUMO level (eV) = -3.09
- gap between HOMO and LUMO (eV) = 8.007

Last column: Mulliken charge in e.
Cartesian coordinates (Å):
Sn -1.36 -2.28 -1.17  0.6725
C -5.27 -1.91 -1.16  -1.1277
O -4.03 -1.27 -0.92  -0.0496
C -4.06 0.08 -0.72  0.9322
C -5.20 0.87 -0.65  -0.4704
C -5.08 2.24 -0.44  -0.8105
Br -6.64 3.29 -0.35  -0.1829
C -3.84 2.84 -0.31  -0.5885
C -2.69 2.05 -0.38  0.6834
C -2.80 0.68 -0.59  -0.1618
O -1.70 -0.09 -0.69  -0.5053
C -1.35 2.57 -0.21  -0.1312
N -0.32 1.75 -0.19  -0.2698
C 0.78 2.55 0.04  0.1519
C 2.12 2.21 0.20  -0.4800
C 3.01 3.25 0.43  -0.9345
C 2.58 4.58 0.50  -0.4536
C 1.25 4.93 0.36  -1.1997
C 0.37 3.89 0.13  0.5751
N -1.00 3.87 -0.03  -0.0500
H -5.94 -1.79 -0.31  0.3871
H -5.03 -2.96 -1.30  0.2628
H -5.73 -1.52 -2.07  0.4216
H -6.18 0.43 -0.75  0.5687
H -3.78 3.90 -0.13  0.5300
H -0.86 0.56 -0.57  0.8585
H 2.45 1.19 0.17  0.8270
H 4.06 3.03 0.56  0.4769
H 3.31 5.36 0.68  0.4024
H 0.93 5.96 0.42  0.4169
H -1.63 4.66 -0.02  0.2517
O 2.00 -3.85 -1.60  -0.7433
S 1.54 -2.51 -1.81  1.8051
O 0.59 -2.26 -2.89  -0.8540
N 0.69 -1.94 -0.56  0.0025
C 1.07 -2.14 0.76  0.3035
C 2.35 -2.14 1.24  -0.1916
C 2.59 -2.30 2.63  -1.0626
C 1.57 -2.45 3.52  -0.9467
C 0.23 -2.45 3.05  0.9490
C -0.90 -2.58 3.89  -0.5154
C -2.16 -2.57 3.36  -0.9369
C -2.30 -2.46 1.97  -0.1302
N -1.27 -2.34 1.16  0.0794
C -0.01 -2.31 1.67  -0.1241
C 2.94 -1.48 -2.05  -0.0783
C 4.20 -2.05 -2.15  -0.1520
C 5.29 -1.22 -2.37  -0.6568
C 5.11 0.15 -2.49  -0.5865
C 3.84 0.70 -2.40  -0.4419
C 2.75 -0.11 -2.18  -0.6005
H 3.19 -2.01 0.57  0.4037
H 3.61 -2.31 2.97  0.4310
H 1.76 -2.56 4.57  0.4377
H -0.75 -2.69 4.96  0.4628
H -3.03 -2.67 3.98  0.4183
H -3.28 -2.46 1.50  0.4520
H 4.31 -3.11 -2.06  0.5244
H 6.28 -1.64 -2.45  0.4263
H 5.96 0.79 -2.66  0.4230
H 3.71 1.77 -2.50  0.5347
H 1.75 0.30 -2.12  0.3647

(3)
Here is C13H22BNO7 in the gas phase in a non-equilibrium geometry from the OMol25 dataset. Energies are from the ωB97M-V functional and the def2-TZVPD basis.

Results
- max |F| (eV Å⁻¹) = 5.10
- LUMO level (eV) = 0.13
- gap between HOMO and LUMO (eV) = 8.703
- SMILES = CC(=O)OCC[C@@]1(CB(O)O)COC(=O)[C@@H]1CC(=O)N(C)C

Last column: Mulliken charge in e.
Cartesian coordinates (Å):
C 1.90 -3.33 1.29  -1.0439
C 0.78 -2.58 0.62  0.7666
O -0.28 -2.57 1.12  -0.4795
O 0.94 -1.95 -0.55  -0.2277
C 2.23 -1.36 -0.75  -0.8311
C 2.10 0.01 -1.40  -1.4234
C 1.22 0.96 -0.60  2.3180
C 1.79 1.55 0.71  -2.1699
B 1.81 0.51 1.91  0.7784
O 0.70 0.14 2.65  -0.6844
O 3.01 -0.12 2.22  -0.6673
C 1.13 2.22 -1.57  -1.1936
O 0.08 1.87 -2.48  -0.4076
C -0.61 0.78 -2.05  -0.0591
O -1.27 0.12 -2.71  -0.4992
C -0.30 0.70 -0.53  0.9126
C -1.18 1.82 0.08  -0.4914
C -2.66 1.44 0.21  -0.3309
O -3.40 2.21 0.66  -0.5264
N -3.02 0.13 -0.22  0.3245
C -4.08 0.14 -1.21  -1.2007
C -3.30 -0.77 0.92  -1.0193
H 2.54 -2.59 1.78  0.1877
H 1.51 -3.94 2.09  0.3595
H 2.54 -3.89 0.61  0.3492
H 2.80 -2.00 -1.43  0.4061
H 2.80 -1.22 0.17  0.3608
H 1.81 -0.06 -2.44  0.6360
H 3.11 0.41 -1.38  0.4586
H 1.22 2.42 1.04  0.3810
H 2.81 1.91 0.51  0.3963
H 0.27 -0.60 2.18  0.3211
H 3.76 0.48 2.11  0.3070
H 0.97 3.17 -1.10  0.4398
H 2.05 2.16 -2.16  0.4727
H -0.56 -0.21 -0.01  0.3261
H -0.85 2.06 1.09  0.2827
H -1.16 2.74 -0.50  0.3109
H -3.77 0.68 -2.10  0.3636
H -4.26 -0.88 -1.53  0.3846
H -5.03 0.54 -0.83  0.4002
H -4.36 -1.04 0.94  0.3691
H -2.74 -1.70 0.77  0.2821
H -3.01 -0.33 1.86  0.3601